No. 1
The following is a quantum chemistry calculation of C20H15MoN5O2 as an isolated structure at a distorted geometry, from the OMol25 dataset.

Each line ends with the Mulliken charge.
CARTESIAN COORDINATES (ANGSTROEM)
Mo  -0.519  0.133  0.087  1.208
O  -1.508  -1.056  -1.212  -0.655
O  -2.719  0.195  0.049  -0.532
N  0.007  1.945  0.378  -0.092
N  1.242  -0.140  -0.890  -0.220
N  -1.215  2.453  2.372  -0.459
N  -0.954  0.096  2.063  -0.141
N  1.661  2.197  -1.326  -0.438
C  -2.701  -0.726  -0.810  1.143
C  1.829  0.876  -1.614  0.488
C  2.506  -1.750  -2.147  -0.756
C  -1.228  -1.160  2.508  -0.081
C  2.705  0.576  -2.666  -0.398
C  1.249  6.406  0.179  -0.639
C  -0.512  2.813  1.366  -0.135
C  -2.333  0.956  3.823  -0.411
C  0.908  2.688  -0.419  -0.143
C  -0.026  4.154  1.094  0.371
C  -2.072  -1.412  3.548  -0.771
C  -1.493  1.170  2.720  0.655
C  -0.281  5.350  1.737  -0.274
C  -3.908  -1.417  -1.310  -1.054
C  3.047  -0.727  -2.937  -0.373
C  -2.638  -0.322  4.226  -0.398
C  0.370  6.481  1.256  -0.627
C  0.858  4.078  0.004  0.359
C  1.620  -1.424  -1.164  -0.082
C  1.513  5.200  -0.464  -0.210
H  3.116  1.409  -3.217  0.502
H  2.778  -2.782  -2.311  0.444
H  -4.002  -2.378  -0.799  0.311
H  1.741  7.305  -0.168  0.430
H  -0.967  5.392  2.572  0.543
H  2.201  5.142  -1.297  0.544
H  1.160  -2.198  -0.561  0.399
H  3.739  -0.959  -3.735  0.451
H  -4.795  -0.824  -1.107  0.345
H  -2.282  -2.430  3.842  0.461
H  0.193  7.436  1.731  0.435
H  -0.740  -1.971  1.972  0.473
H  -2.726  1.830  4.320  0.501
H  -3.298  -0.490  5.066  0.458
H  -3.807  -1.624  -2.374  0.367

Forces on atoms 1 to 2 (eV/Å):
-1.49 -0.57 0.30
0.26 -0.02 -0.21

As for the expectation value of S²: 2.026. Its net charge is +2. Its lowest unoccupied orbital energy (spin up / spin down) is -8.4 / -8.4 eV. As for the spin multiplicity: 3. The calculation puts the HOMO energy (spin up / spin down) at -14.93 / -14.95 eV. The orbital gap (spin up / spin down) is 6.54 / 6.55 eV.


No. 2
The following is a quantum chemistry calculation of a 2-piece molecular cluster, C3H6O2 overall at a distorted geometry, from the OMol25 dataset.

Each line ends with the Mulliken charge.
CARTESIAN COORDINATES (ANGSTROEM)
O  -0.994  0.533  -2.229  -0.429
O  -0.121  2.248  -1.057  -0.452
C  -0.392  -1.268  1.962  -0.479
C  -0.098  1.340  -2.045  0.238
C  0.329  -1.156  0.846  -0.622
H  1.287  -0.666  0.742  0.267
H  0.147  1.981  -0.145  0.352
H  0.162  -1.328  -0.169  0.299
H  -1.419  -1.687  1.798  0.223
H  0.959  1.385  -2.536  0.288
H  0.140  -1.381  2.833  0.314

Forces on atoms 1 to 2 (eV/Å):
2.08 1.82 -0.23
0.08 1.02 1.31

Its net charge is 0. Its lowest unoccupied orbital energy is 0.7 eV. The relative energy (zero: lowest compared OMol25 entry of this formula, charge and spin) comes out at 64.9 kcal/mol. The calculation puts the HOMO energy at -10.25 eV. The orbital gap is 10.94 eV.


No. 3
The following is a quantum chemistry calculation of C29H42BGeN8S3Ti as an isolated structure, from the OMol25 dataset.

Each line ends with the Mulliken charge.
CARTESIAN COORDINATES (ANGSTROEM)
Ge  -1.519  -0.275  0.815  1.066
Ti  0.148  0.411  -1.168  -0.049
S  2.262  0.840  -2.382  -0.503
S  -0.398  -1.717  -2.167  -0.475
S  -1.622  1.313  -2.434  -0.489
N  -0.277  2.246  -0.120  2.244
N  1.622  0.500  0.400  0.661
N  -2.902  3.572  -1.945  -0.407
N  1.909  -3.090  -1.711  0.314
N  1.883  -2.103  -3.657  -0.211
N  1.240  0.128  -4.866  0.444
N  -1.256  3.138  -0.447  -1.829
N  1.200  2.268  -4.429  0.279
C  -5.579  -3.763  1.955  -1.312
C  -0.078  -2.774  2.900  0.183
C  0.253  3.677  1.812  -0.605
C  1.447  -3.650  -0.451  -0.642
C  3.380  0.763  2.507  -1.170
C  0.318  -1.304  2.979  0.443
C  1.233  4.654  1.957  0.039
C  -1.922  2.766  -1.502  0.542
C  -4.472  -3.447  0.962  -0.391
C  1.194  -2.305  -2.539  -0.017
C  -3.662  -2.216  1.359  -0.576
C  0.665  2.106  -5.683  -0.358
C  3.085  -2.758  -3.530  -0.613
C  2.617  -0.380  0.562  -0.436
C  -0.932  3.762  2.537  -0.194
C  0.465  2.526  0.906  -0.520
C  1.524  1.556  1.227  1.178
C  1.328  3.525  -3.717  -0.683
C  1.031  5.710  2.832  -0.865
C  -0.808  -0.330  2.659  -1.069
C  2.379  1.698  2.323  -0.542
C  3.114  -3.374  -2.323  -0.452
C  3.519  -0.281  1.600  -0.746
C  -2.567  -1.883  0.351  -0.801
C  0.697  0.779  -5.948  -0.720
C  1.080  -3.702  3.230  -1.614
C  1.554  1.052  -3.960  -0.121
C  -1.121  4.811  3.421  -0.907
C  -0.142  5.783  3.569  -0.469
B  1.397  -1.442  -4.978  0.467
H  2.234  -1.658  -5.807  -0.186
H  0.706  -1.104  3.984  0.700
H  0.804  -4.750  3.120  0.436
H  -3.794  -4.302  0.867  0.313
H  -5.177  -3.924  2.957  0.310
H  1.789  6.474  2.937  0.419
H  -2.520  0.912  0.840  -0.171
H  2.149  4.596  1.380  0.520
H  -0.465  -3.005  1.902  -0.298
H  0.952  -2.880  0.143  0.043
H  -0.910  -2.962  3.585  0.543
H  -1.661  -0.522  3.319  0.770
H  0.370  0.234  -6.814  0.509
H  0.315  2.942  -6.260  0.452
H  1.938  -3.515  2.577  0.160
H  -3.518  3.274  -2.679  0.228
H  2.378  3.790  -3.602  0.267
H  -2.036  4.874  3.993  0.432
H  0.321  -1.876  -5.270  -0.074
H  -4.894  -3.290  -0.035  0.306
H  2.309  -4.034  0.089  0.346
H  4.308  -1.012  1.698  0.567
H  -3.013  -1.711  -0.634  0.651
H  -3.221  -2.382  2.348  0.190
H  -3.157  4.369  -1.386  0.233
H  -0.297  6.603  4.256  0.416
H  -0.494  0.690  2.907  0.271
H  3.808  -2.731  -4.325  0.530
H  0.817  4.291  -4.294  0.298
H  -1.699  3.010  2.399  0.482
H  1.427  -3.559  4.255  0.422
H  4.052  0.860  3.348  0.424
H  -4.336  -1.360  1.478  0.404
H  1.167  -1.139  2.305  -0.643
H  2.677  -1.166  -0.179  0.080
H  -6.294  -2.940  2.018  0.311
H  0.864  3.440  -2.735  0.116
H  0.740  -4.457  -0.635  0.337
H  -1.899  -2.738  0.221  0.299
H  -6.130  -4.659  1.672  0.390
H  3.849  -4.002  -1.855  0.498
H  2.258  2.526  3.003  0.624

Forces on atoms 1 to 2 (eV/Å):
0.00 -0.11 -0.09
0.19 -0.27 -0.88

Its net charge is +1. Its lowest unoccupied orbital energy (spin up / spin down) is -3.7 / -3.7 eV. The calculation puts the HOMO energy (spin up / spin down) at -10.28 / -10.28 eV. The orbital gap (spin up / spin down) is 6.59 / 6.58 eV.


| no. | E (eV) |
| --- | --- |
| 1 | -34371.185 |
| 2 | -7300.863 |
| 3 | -155488.365 |